The following is a quantum chemistry calculation of C27H31Br2N4O7S2W as an isolated structure, from the OMol25 dataset.

<S²>: 2.011
Orbital gap (alpha / beta), eV: 6.98 / 6.79
Relative energy (zero: lowest compared OMol25 entry of this formula, charge and spin), kcal/mol: 0.0
2S+1: 3
Total charge: +3

Positions of all 74 atoms, in Å:
W -0.95882 1.12468 -1.07167
O 0.39282 2.92370 -4.72648
C -0.07821 2.13056 -3.83064
O -0.40046 2.48251 -2.68644
C -0.22846 0.70248 -4.24370
O -0.93134 0.09714 -3.16774
C -0.85819 -1.34565 -3.12908
C -1.09993 -1.69132 -1.67186
O -0.69782 -2.68629 -1.14250
O -1.77733 -0.72481 -1.05576
H 0.49940 3.84065 -4.41348
H 0.76609 0.26504 -4.37895
H -0.78656 0.62515 -5.17952
H 0.13353 -1.67680 -3.43472
H -1.62135 -1.76940 -3.78217
Br -1.05825 7.18876 1.93563
C -0.98956 5.53061 1.11053
C 0.14081 4.72748 1.22389
C 0.13976 3.50378 0.59826
N -0.90099 3.06121 -0.12673
C -2.00361 3.83653 -0.23878
C -2.07784 5.06909 0.37334
C -3.12150 3.24871 -1.01319
C -4.27029 3.94106 -1.33368
C -5.28053 3.28680 -2.03609
Br -6.83186 4.19125 -2.49858
C -5.11136 1.94857 -2.38032
C -3.93731 1.32269 -2.03020
N -2.95349 1.95290 -1.36542
H 0.99993 5.05114 1.79361
H 0.98963 2.83891 0.66462
H -2.96980 5.67306 0.30109
H -4.39288 4.97816 -1.05978
H -5.88419 1.40713 -2.90704
H -3.76212 0.28212 -2.26747
C 5.64141 -1.38253 -0.65162
C 4.87331 -1.87689 0.56696
C 4.25358 -0.75225 1.39011
N 3.25965 0.01542 0.60034
C 2.09263 -0.38229 0.15299
S 1.42938 0.55948 -1.18745
N 1.46212 -1.47177 0.59241
C 1.51854 -1.98272 1.96693
O 1.55787 -1.16176 2.84820
C 1.43042 -3.42784 2.10920
C 1.31590 -3.94372 3.40608
C 1.25457 -5.30948 3.59665
C 1.30255 -6.16334 2.49931
C 1.41597 -5.65736 1.20924
C 1.48222 -4.29158 1.00962
H 6.08231 -2.21760 -1.19257
H 6.45370 -0.71492 -0.36012
H 4.99641 -0.84987 -1.35579
H 5.53900 -2.42538 1.23575
H 4.09060 -2.58224 0.27217
H 5.00687 -0.02410 1.68795
H 3.79392 -1.11921 2.30091
H 3.61491 0.84692 0.15038
H 0.68452 -1.82721 0.04326
H 1.28801 -3.26443 4.24749
H 1.17373 -5.71388 4.59593
H 1.25634 -7.23356 2.65115
H 1.45941 -6.33128 0.36510
H 1.58791 -3.90601 0.00363
C -3.16685 -0.72670 1.78822
S -1.39454 -0.56413 1.72403
C -1.09182 -0.03945 3.39358
O -1.16065 0.79095 0.95064
H -3.38775 -1.53577 2.48625
H -3.51484 -0.99540 0.79653
H -3.60278 0.20883 2.13568
H -1.30918 -0.89243 4.03757
H -1.73222 0.80715 3.63285
H -0.03504 0.20077 3.47148

Löwdin population analysis, charges in e, atoms 1 to 6: 1.59 0.26 -0.43 -0.05 -0.05 -0.28

---

The following is a quantum chemistry calculation of a 9-piece molecular cluster, C34H86O5 overall in a non-equilibrium geometry, from the OMol25 dataset.

Orbital gap, eV: 10.10
Relative energy (zero: lowest compared OMol25 entry of this formula, charge and spin), kcal/mol: 24.0
SMILES: CCCCCC.CCCCCC.CCCCCC.CCCCCC.CCO.CCO.CCO.CCO.CCO

Positions of all 125 atoms, in Å:
C -3.25958 -1.76605 4.41998
C -2.95442 -2.39177 3.08975
C -1.61660 -3.14816 3.14321
C -1.06527 -3.25074 1.80716
C 0.20806 -4.12730 1.74677
C -0.02758 -5.63459 1.86757
H -3.37562 -2.55475 5.36504
H -4.25288 -1.45696 4.31300
H -2.61358 -0.93021 4.72183
H -2.78959 -1.58999 2.53257
H -3.77338 -2.95223 2.72855
H -1.73966 -4.23249 3.46479
H -0.72114 -2.54350 3.64507
H -0.74827 -2.38978 1.34961
H -1.82342 -3.50608 0.93945
H 0.80994 -4.00321 2.40530
H 1.03232 -3.89628 0.86707
H 0.91429 -6.01567 1.66053
H -0.66516 -6.06071 1.13914
H -0.58379 -5.89931 2.78270
C 3.38898 3.14014 7.75337
C 1.95264 3.19126 7.21592
C 1.27233 4.54645 7.36760
C -0.10873 4.61768 6.90237
C -0.09413 4.29013 5.31279
C -1.50375 4.55081 4.58266
H 3.83897 2.35979 7.51065
H 3.69831 3.12739 8.93146
H 3.84476 3.81414 7.22533
H 1.38614 2.32715 7.61546
H 2.02837 2.76281 6.05374
H 2.01967 5.25680 6.96662
H 1.31241 4.80588 8.47209
H -0.52882 5.70911 6.78456
H -0.80221 3.97594 7.35639
H 0.35962 3.33987 5.12581
H 0.53597 5.10890 4.79580
H -1.20885 4.78751 3.58559
H -1.91307 5.67545 4.79332
H -2.14593 3.84262 4.90981
C -4.80135 -6.59128 -6.50788
C -3.76245 -5.49227 -7.04855
C -2.63320 -4.99322 -6.02952
C -1.65146 -3.96736 -6.73436
C -0.36693 -3.50191 -6.06137
C 0.63137 -2.69347 -7.10677
H -5.57790 -6.00946 -6.18202
H -4.34284 -7.31726 -5.76571
H -5.24262 -7.12108 -7.40223
H -4.49263 -4.69572 -7.31387
H -3.37422 -5.92968 -7.99454
H -2.03998 -5.74351 -5.58868
H -2.97240 -4.72599 -5.10415
H -2.44226 -3.24824 -7.03007
H -1.28072 -4.33763 -7.74415
H -0.05104 -4.37946 -5.53482
H -0.67654 -2.82791 -5.44834
H 0.81137 -3.31800 -7.92679
H 1.43319 -2.46710 -6.51065
H -0.01457 -1.81725 -7.37166
C -1.61406 0.42086 -4.29671
C -1.41867 1.49175 -3.15433
C -1.31527 0.80747 -1.77717
C -1.46123 1.63017 -0.53024
C -1.49605 0.97003 0.81429
C -1.51336 1.89758 2.16795
H -2.38859 -0.30386 -3.99006
H -0.76367 -0.07105 -4.60400
H -1.86000 1.02238 -5.16088
H -2.25664 2.17592 -3.18293
H -0.64522 2.22515 -3.27466
H -0.54886 0.12210 -1.85460
H -2.27009 0.17839 -1.68063
H -2.42987 2.15638 -0.48957
H -0.65465 2.31737 -0.47204
H -0.82327 0.30230 1.05079
H -2.32891 0.24138 0.94207
H -1.77190 1.27273 3.11232
H -2.45266 2.29706 2.04937
H -0.76439 2.64766 2.30832
C 1.01167 -0.24973 3.71396
C 1.54076 -0.51718 5.03863
O 2.88262 -1.14137 4.97990
H -0.20336 0.04770 4.11531
H 0.77510 -1.06146 3.03207
H 1.51182 0.62541 3.39567
H 0.96152 -1.25804 5.57313
H 1.68334 0.40779 5.76104
H 3.12377 -1.44111 5.84254
C 2.27463 0.19317 -4.30487
C 1.89883 1.45352 -4.74934
O 1.93105 2.43303 -3.79248
H 3.38995 0.09876 -3.89247
H 2.24651 -0.48099 -5.10372
H 1.66831 -0.20510 -3.37191
H 1.04654 1.51460 -5.36146
H 2.69891 1.76568 -5.56984
H 1.69895 3.32942 -4.19868
C 3.05778 2.09624 0.76934
C 2.46571 2.16832 -0.65338
O 3.40868 1.92033 -1.67843
H 3.80462 2.76449 0.94363
H 3.54894 1.13810 1.04103
H 2.48246 2.27883 1.55667
H 1.98230 3.24202 -0.61304
H 1.63516 1.46357 -0.72640
H 3.08067 2.44913 -2.44697
C 0.24489 4.91312 -2.61952
C 0.40376 5.74870 -3.91522
O 0.12456 4.75138 -5.05362
H 0.49962 5.64371 -1.80244
H 0.96309 4.06356 -2.55862
H -0.74152 4.44526 -2.50356
H 1.33747 6.31824 -4.14127
H -0.39998 6.42482 -3.92290
H 0.15448 5.05690 -5.97334
C 1.98472 -1.50416 0.03707
C 3.15609 -2.08914 0.91444
O 3.94484 -2.96392 0.12579
H 1.50334 -2.39046 -0.49599
H 2.43229 -0.79450 -0.63456
H 1.28959 -0.97178 0.51166
H 2.57079 -2.52537 1.85226
H 3.61847 -1.28704 1.35119
H 4.64344 -3.37850 0.70711

Löwdin population analysis, charges in e, atoms 1 to 6: -0.13 -0.26 -0.21 -0.27 -0.23 -0.09

---

The following is a quantum chemistry calculation of C16H8F4O2Zr as an isolated structure in a non-equilibrium geometry, from the OMol25 dataset.

Orbital gap, eV: 4.07
Total charge: +4

Positions of all 31 atoms, in Å:
O 1.46864 0.89886 2.64206
C 0.63319 0.43187 1.87184
C -0.60519 -0.21178 2.38943
C -1.22189 0.21886 3.59633
C -2.39440 -0.40528 4.03618
C -2.92388 -1.46903 3.30452
C -2.31765 -1.90587 2.12732
C -1.16839 -1.26943 1.66653
C -0.46397 -1.67445 0.40642
O -0.32956 -2.80506 0.06611
C 0.14457 -0.52277 -0.34797
C 0.18877 -0.47481 -1.69190
C 0.81710 0.65612 -2.33399
C 0.89342 0.68593 -3.81334
F 0.75796 1.90441 -4.29556
F -0.00897 -0.12518 -4.33577
C 2.40525 0.09391 -4.19185
F 2.25200 -1.08131 -4.69099
F 3.09086 0.01705 -3.02909
C 1.39533 1.71861 -1.57901
C 1.33764 1.68088 -0.23699
C 0.70642 0.55891 0.41183
H -0.76346 1.01349 4.22044
H -2.86511 -0.06989 4.94847
H -3.82364 -1.95728 3.64820
H -2.73068 -2.74026 1.57889
H -0.22220 -1.25868 -2.31306
H 2.87430 0.80231 -4.88295
H 1.87732 2.54211 -2.08315
H 1.79046 2.45325 0.36828
Zr -0.79424 2.29453 2.54278

Löwdin population analysis, charges in e, atoms 1 to 6: 0.19 -0.45 -0.17 -0.14 0.08 0.11

---

The following is a quantum chemistry calculation of an isolated ion of composition C3H5N2O2S and charge +1 in a non-equilibrium geometry, from the OMol25 dataset.

Orbital gap, eV: 9.22
Relative energy (zero: lowest compared OMol25 entry of this formula, charge and spin), kcal/mol: 51.1
Total charge: +1

Positions of all 13 atoms, in Å:
C -0.21409 1.16458 -0.80299
C -1.05498 0.56143 1.42239
C 0.56398 -0.01582 -1.08217
N -0.38801 2.20202 -1.58056
N -1.15572 1.19898 0.31996
O -0.52271 4.22166 -0.23713
O -2.08368 2.09754 0.11611
S -1.41267 3.37534 -0.99712
H -1.94057 0.52816 2.12056
H -0.09087 0.09580 1.79714
H 1.38202 0.26392 -1.71218
H -0.20802 -0.59427 -1.50322
H 1.03096 -0.45472 -0.21448

Löwdin population analysis, charges in e, atoms 1 to 6: -0.30 0.25 0.04 -0.04 -0.15 -0.35

---

The following is a quantum chemistry calculation of one molecule with the formula C4H9N3O in a non-equilibrium geometry, from the OMol25 dataset.

Orbital gap, eV: 8.81
Relative energy (zero: lowest compared OMol25 entry of this formula, charge and spin), kcal/mol: 124.1
SMILES: C=C(/N=C(\C)N)ON

Positions of all 17 atoms, in Å:
C -1.00805 -1.22758 0.87494
C 1.38274 0.08264 -0.27301
C -0.66957 -0.74849 -0.51453
N -0.39159 2.30369 0.48555
N -1.65194 -0.90565 -1.43952
C 2.61626 0.06040 0.20398
O 0.32600 1.09342 0.45211
N 0.57112 -0.60858 -1.03171
H 0.34065 2.92460 0.84207
H -0.47840 2.53329 -0.50790
H -1.40494 -0.68135 -2.39353
H -2.61430 -0.88725 -1.13729
H -1.38206 -2.25399 0.83674
H -0.13287 -1.21209 1.52264
H -1.77912 -0.57733 1.29599
H 3.18345 -0.86146 0.22747
H 3.09261 0.96572 0.55600

Löwdin population analysis, charges in e, atoms 1 to 6: -0.01 -0.34 -0.38 0.03 0.16 0.03